Entry 1:
The following is a quantum chemistry calculation of a molecular structure, C42H57BCl2KN9O3S2Si, from OMol25.

Atoms and positions in Å:
K -0.81 -0.51 -1.23
Cl -4.50 -2.51 2.65
Cl -2.88 -2.22 0.21
S 1.54 -1.75 0.50
S 0.78 -4.70 -3.47
Si 2.33 -0.19 1.75
O 1.83 1.22 1.12
O 1.52 -0.50 3.15
O 3.91 -0.20 2.12
N -4.31 3.32 -1.93
N -3.11 2.03 -0.11
N 0.32 -3.97 -0.99
N -4.23 4.54 -1.34
N -0.81 1.92 -2.38
N -3.75 0.90 -2.25
N -2.90 0.01 -2.83
N -1.95 2.68 -2.35
N -2.22 1.13 0.40
C 3.12 3.04 2.08
C 5.26 -0.55 1.79
C 0.54 -1.10 5.21
C 2.85 -0.17 5.17
C 1.37 1.99 -3.52
C 3.55 -0.25 -2.74
C 5.41 -2.07 1.86
C -3.94 2.47 0.86
C -1.19 -5.78 -0.28
C 1.05 -3.62 -2.05
C -1.92 -7.35 -1.98
C -2.50 1.02 1.69
C 5.66 -0.06 0.42
C -0.59 3.68 -3.77
C -1.94 -6.88 -0.67
C -3.58 1.85 2.04
C -5.74 4.60 -3.02
C 2.15 -1.51 -1.18
C 2.40 -2.46 4.25
C -1.72 0.12 2.59
C 2.87 -0.37 -1.52
C -3.10 -3.10 1.72
C -5.27 6.75 -1.59
C -4.92 -0.95 -2.56
C 1.76 2.59 1.57
C -0.41 -5.09 -1.22
C -5.20 3.34 -2.96
C 0.69 2.74 2.65
C 6.12 0.12 2.85
C -2.94 -2.32 -3.62
C -5.10 5.32 -1.98
C 1.96 -2.55 -2.17
C 1.84 -1.05 4.43
C -3.59 -1.11 -3.02
C -1.84 3.73 -3.19
C -4.96 0.33 -2.07
C -0.35 -5.63 -2.53
C 3.52 -1.32 -3.63
C 2.75 -2.42 -3.37
C -1.09 -6.73 -2.92
C 0.00 2.52 -3.24
C 1.35 3.40 0.34
B -3.25 2.24 -1.64
H 5.33 -2.43 2.89
H 3.75 -0.05 4.57
H 0.12 -0.10 5.31
H -2.52 -8.21 -2.27
H -4.72 3.18 0.66
H 6.01 1.21 2.79
H 1.83 2.54 -4.35
H -1.40 0.66 3.48
H 6.74 -0.18 0.29
H 5.83 -0.21 3.85
H 3.09 4.09 2.37
H 1.70 -3.06 3.66
H 1.23 4.46 0.61
H -3.62 -2.84 -4.29
H 3.88 2.91 1.30
H 4.10 0.66 -2.96
H -1.03 -7.11 -3.93
H -0.18 4.38 -4.49
H -2.35 -0.71 2.93
H 4.63 -2.54 1.25
H -4.49 7.37 -2.04
H 0.86 2.03 3.46
H -2.04 -2.04 -4.17
H -2.65 -3.04 -2.84
H -5.72 -1.67 -2.58
H 3.11 -0.61 6.13
H -6.23 7.13 -1.93
H 2.92 0.45 -0.81
H -3.27 -4.13 1.49
H 2.54 -2.94 5.22
H -2.55 -7.40 0.07
H 0.70 -1.52 6.20
H -5.20 6.86 -0.51
H 6.39 -2.36 1.47
H -5.38 2.46 -3.56
H 2.42 0.83 5.34
H -0.19 -1.73 4.67
H -2.21 -2.96 2.32
H -1.17 -5.45 0.75
H 2.74 -3.23 -4.08
H -4.03 1.98 3.02
H 5.41 1.00 0.30
H 0.41 3.03 -0.06
H -0.84 -0.28 2.09
H 3.43 2.44 2.95
H 2.02 2.09 -2.65
H 4.11 -1.28 -4.55
H 5.16 -0.62 -0.37
H -0.30 2.56 2.22
H -6.49 4.96 -3.71
H 3.35 -2.43 3.72
H 0.72 3.76 3.06
H 1.35 0.93 -3.78
H 2.12 3.33 -0.44
H -2.63 4.46 -3.31
H -5.77 0.88 -1.60
H 7.18 -0.13 2.70

For the relative energy (zero: lowest compared OMol25 entry of this formula, charge and spin), the calculation gives 0.0 kcal/mol. Its net charge is -1. As for the spin multiplicity: 2. Its expectation value of S² is 0.78. The HOMO-LUMO gap (spin up / spin down) is 4.27 / 7.07 eV. The calculation puts the HOMO energy (spin up / spin down) at -2.1 / -4.9 eV.

=====

Entry 2:
The following is a quantum chemistry calculation of 7 unconnected molecules or ions with the total composition C42H57F6NO19P in a non-equilibrium geometry, from OMol25.

Atoms and positions in Å:
P 2.99 1.44 3.81
F -0.24 8.13 -4.52
F -2.00 -3.16 -3.10
F -1.49 -10.29 -3.39
F -0.18 -5.57 -1.86
F 0.20 6.31 -6.77
F 2.35 -4.55 6.26
O 0.74 7.67 -2.53
O -3.38 -3.21 1.12
O 1.21 -10.16 -1.25
O -2.33 -3.32 -0.87
O -0.13 -2.88 7.98
O 2.04 -5.11 -4.48
O 1.86 -7.10 -5.54
O 3.90 -2.13 0.49
O 1.19 6.56 -0.61
O 0.17 -10.32 0.74
O -4.52 -3.60 -0.79
O -1.14 7.58 -9.68
O 0.78 -6.72 -3.58
O -0.63 5.64 -8.75
O -1.01 -10.15 -1.18
O -0.13 -0.92 6.86
O -1.84 5.68 -10.66
O 0.37 5.49 -2.40
O 1.40 -2.50 6.43
N 0.15 0.56 1.44
C 0.77 -10.20 -2.61
C -3.81 1.77 1.15
C -3.01 1.23 4.09
C 3.10 0.18 5.10
C 3.43 -0.28 1.78
C 0.18 6.59 -8.10
C 1.90 3.88 4.63
C -3.88 2.38 3.67
C 1.29 1.14 1.61
C -2.69 -3.84 -2.14
C -4.18 -3.55 -2.19
C 3.33 -1.12 0.54
C -3.09 2.88 0.42
C 2.20 1.06 -2.40
C 1.17 -0.68 3.05
C -0.59 3.48 0.27
C 1.07 0.31 -2.86
C -0.53 7.89 -8.42
C 0.32 -1.99 7.08
C 0.13 -10.23 -0.43
C 0.74 -0.92 -2.21
C 1.59 -6.38 -4.65
C -0.66 -9.73 -2.49
C 0.97 -5.76 -2.57
C -1.27 6.24 -9.80
C 1.68 2.45 1.06
C 0.58 -4.11 7.82
C 1.37 -4.53 -3.36
C -1.83 3.37 1.13
C -0.16 5.90 -3.67
C 1.56 2.40 4.47
C -3.42 -3.37 -0.05
C 1.50 -1.39 -1.13
C 2.59 -0.62 -0.62
C 0.09 -0.78 1.99
C 0.70 3.62 1.05
C 1.86 -3.65 7.14
C 0.80 6.58 -1.73
C 0.53 7.23 -3.87
C -4.62 2.19 2.36
C 2.94 0.60 -1.27
C 2.19 0.31 2.45
H 0.72 -0.20 3.89
H 2.58 2.72 1.59
H 1.49 7.17 -4.38
H -4.37 -2.55 -2.57
H 1.96 2.26 0.04
H -0.78 -8.64 -2.54
H -2.61 1.39 5.08
H 1.20 6.52 -8.48
H 0.33 -1.48 1.21
H -1.24 6.04 -3.58
H 0.74 -4.59 8.79
H -0.53 2.64 -0.41
H 3.88 -0.94 2.50
H -3.56 0.30 4.07
H 0.02 -4.78 7.17
H -1.30 8.09 -7.68
H 1.27 4.42 0.60
H 3.79 1.16 -0.92
H -0.10 -1.50 -2.54
H -5.09 3.13 2.11
H 3.66 -0.67 4.76
H -1.61 2.67 1.93
H -4.48 1.30 0.46
H -2.42 -4.89 -2.20
H 4.15 0.50 1.59
H -5.41 1.47 2.51
H 1.69 4.22 5.63
H 2.66 -3.35 7.82
H -2.83 2.54 -0.57
H -2.00 4.33 1.59
H 1.72 -6.11 -1.87
H -3.31 3.30 3.66
H 2.49 1.97 -2.89
H 2.13 -0.16 5.42
H -4.63 2.51 4.44
H 2.04 -3.88 -2.80
H 0.13 8.75 -8.52
H -0.90 -1.01 2.35
H 0.05 5.16 -4.43
H 1.25 -2.34 -0.68
H 0.50 -3.97 -3.70
H 0.69 2.29 3.84
H 0.80 -11.23 -2.98
H -3.78 3.70 0.31
H 0.49 3.95 2.05
H 0.50 0.67 -3.69
H -4.76 -4.28 -2.75
H -2.15 1.13 3.44
H 2.94 4.08 4.42
H -0.62 0.96 0.93
H 1.39 -9.57 -3.24
H 1.30 4.49 3.97
H 3.61 0.63 5.94
H -0.69 4.36 -0.35
H -3.09 1.02 1.45
H 1.30 1.98 5.42
H 1.59 -1.63 3.33

Its net charge is +1. The HOMO-LUMO gap is 8.64 eV. The calculation puts the HOMO energy at -11.7 eV.

=====

Number 1: E_tot -4984.64335 Eh. Number 2: E_tot -4059.32033 Eh.